ORCA calculation (wB97M-V/def2-TZVPD) on 10 unconnected molecules or ions with the total composition C12H44N16O10 in a non-equilibrium geometry.

- Energy above the lowest of the compared OMol25 structures with the same formula, charge and spin: 432.35 kJ/mol
- Electronic energy: -2112.27319 Eh
- Orbital gap: 7.885 eV
- Lowest unoccupied orbital energy: -0.0109 Ha
- Structure (SMILES): NC(N)=O.NC(N)=O.NC(N)=O.NC(N)=O.NC(N)=O.NC(N)=O.NC(N)=O.NC(N)=O.CCO.CCO
- Strongest force on any atom: 6.30 eV/Å

Cartesian coordinates (Å):
N -2.3180 0.8713 -3.3943
C -1.9619 2.0342 -3.8446
N -3.0466 2.7092 -4.0638
O -0.8708 2.3627 -4.1676
H -3.3014 0.7099 -3.2303
H -1.6306 0.1331 -3.3434
H -3.9175 2.3124 -3.7411
H -2.9949 3.5717 -4.5868
N -3.8784 2.8372 0.9929
C -4.4086 3.9944 0.8773
N -5.7095 3.9993 0.9774
O -3.6754 4.9204 0.5705
H -4.4658 2.1229 1.3990
H -2.9009 2.9277 0.7553
H -6.1804 3.1469 1.2453
H -6.1628 4.8739 0.7543
N 3.2119 3.2008 -0.8398
C 3.3791 2.4229 0.2254
N 3.4342 1.1345 -0.0504
O 3.3976 2.8959 1.3296
H 3.1222 4.1903 -0.6583
H 3.5805 2.9126 -1.7348
H 3.7157 0.4151 0.6002
H 3.7711 0.9495 -0.9844
N 0.4821 -0.0032 5.9915
C 1.0634 -0.0336 4.8399
N 1.9757 0.8801 4.7317
O 0.8862 -0.8277 3.9871
H -0.1224 -0.7396 6.3266
H 0.7601 0.8405 6.4722
H 2.1650 1.6894 5.3055
H 2.6378 0.6680 3.9991
N 3.2213 -3.2535 0.7539
C 4.1405 -2.3186 1.1220
N 5.2849 -2.8804 1.1727
O 3.8850 -1.1586 1.3122
H 2.3057 -2.8348 0.8347
H 3.3885 -4.2488 0.7932
H 6.1272 -2.3588 1.3690
H 5.3130 -3.8882 1.1113
N 1.4132 2.1152 -2.8718
C 2.4411 2.1377 -3.5901
N 2.1283 2.2700 -4.8526
O 3.5883 1.8759 -3.1476
H 1.3929 1.8413 -1.8998
H 0.5180 2.2544 -3.3182
H 2.8596 2.1979 -5.5455
H 1.1497 2.3673 -5.0827
N 0.9670 -0.5025 0.8888
C -0.0631 -0.0032 0.2976
N -1.1087 0.1048 1.0508
O -0.0921 0.1642 -0.8810
H 1.7155 -0.6408 0.2249
H 1.0112 -0.9810 1.7772
H -1.9362 0.6491 0.8530
H -0.9961 -0.0706 2.0390
N -1.9148 -0.9409 3.8339
C -2.4343 -1.1035 5.0323
N -3.3961 -0.2336 5.2605
O -1.8733 -1.6584 5.9664
H -2.4422 -0.4114 3.1546
H -1.0264 -1.3884 3.6585
H -3.8139 -0.1299 6.1742
H -3.6144 0.2682 4.4116
C -2.8353 -4.4106 -1.3601
C -1.9779 -3.5937 -0.4304
O -2.8331 -2.6955 0.3490
H -2.3806 -5.2423 -1.8982
H -3.3233 -3.7066 -2.0341
H -3.7280 -4.8622 -0.9275
H -1.2195 -3.0109 -0.9532
H -1.3203 -4.1447 0.2420
H -2.5304 -1.7950 0.2106
C 1.6466 -2.3459 -4.5026
C 1.7346 -1.9012 -3.0236
O 0.5596 -1.9417 -2.3708
H 2.4641 -1.9716 -5.1189
H 0.8123 -1.8603 -5.0088
H 1.7370 -3.4165 -4.6863
H 1.9096 -0.8255 -3.0431
H 2.5452 -2.3329 -2.4365
H 0.5631 -1.3057 -1.6517

Table of Mulliken atomic charges, one value per atom, all in e: number 1, N, carries -0.3260; number 2, C, carries 0.7398; number 3, N, carries -0.4140; number 4, O, carries -0.8130; number 5, H, carries 0.1498; number 6, H, carries 0.1387; number 7, H, carries 0.1159; number 8, H, carries 0.2350; number 9, N, carries -0.3010; number 10, C, carries 0.6697; number 11, N, carries -0.3948; number 12, O, carries -0.6682; number 13, H, carries 0.1301; number 14, H, carries 0.1642; number 15, H, carries 0.1682; number 16, H, carries 0.2246; number 17, N, carries -0.3433; number 18, C, carries 0.4231; number 19, N, carries -0.1272; number 20, O, carries -0.7291; number 21, H, carries 0.1504; number 22, H, carries 0.2747; number 23, H, carries 0.2887; number 24, H, carries 0.2190; number 25, N, carries -0.3583; number 26, C, carries 0.7358; number 27, N, carries -0.4025; number 28, O, carries -0.7423; number 29, H, carries 0.2535; number 30, H, carries 0.1186; number 31, H, carries 0.1654; number 32, H, carries 0.1769; number 33, N, carries -0.3199; number 34, C, carries 0.5977; number 35, N, carries -0.4234; number 36, O, carries -0.7169; number 37, H, carries 0.1375; number 38, H, carries 0.2015; number 39, H, carries 0.2524; number 40, H, carries 0.1246; number 41, N, carries -0.0346; number 42, C, carries 0.7980; number 43, N, carries -0.4048; number 44, O, carries -0.8545; number 45, H, carries -0.0064; number 46, H, carries 0.3226; number 47, H, carries 0.1998; number 48, H, carries 0.1743; number 49, N, carries 0.3943; number 50, C, carries 0.2835; number 51, N, carries 0.0814; number 52, O, carries -0.4444; number 53, H, carries -0.3211; number 54, H, carries 0.1777; number 55, H, carries 0.1164; number 56, H, carries 0.1976; number 57, N, carries -0.1508; number 58, C, carries 0.7010; number 59, N, carries -0.3548; number 60, O, carries -0.7594; number 61, H, carries 0.0128; number 62, H, carries 0.0542; number 63, H, carries 0.2061; number 64, H, carries 0.1019; number 65, C, carries -1.2336; number 66, C, carries 0.7445; number 67, O, carries -0.5695; number 68, H, carries 0.3395; number 69, H, carries 0.2660; number 70, H, carries 0.3496; number 71, H, carries -0.3980; number 72, H, carries 0.2469; number 73, H, carries 0.3429; number 74, C, carries -1.4544; number 75, C, carries 0.4789; number 76, O, carries -0.5139; number 77, H, carries 0.4058; number 78, H, carries 0.2915; number 79, H, carries 0.3480; number 80, H, carries -0.2464; number 81, H, carries 0.2354; number 82, H, carries 0.1002

ORCA calculation (wB97M-V/def2-TZVPD) on 10 unconnected molecules or ions with the total composition C12H44O10 in a non-equilibrium geometry.

- Energy above the lowest of the compared OMol25 structures with the same formula, charge and spin: 286.50 kJ/mol
- Electronic energy: -1235.90126 Eh
- Orbital gap: 9.898 eV
- Lowest unoccupied orbital energy: 0.0159 Ha
- Structure (SMILES): CCO.CCO.CCO.CCO.CCO.CCO.O.O.O.O
- Strongest force on any atom: 2.18 eV/Å

Cartesian coordinates (Å):
C 1.6758 1.0622 3.3233
C 1.4457 2.5116 3.2520
O 0.0719 2.7696 3.5493
H 0.9229 0.6022 2.6832
H 1.7013 0.7386 4.3639
H 2.6566 0.7897 2.9336
H 1.6951 2.9568 2.2888
H 2.1499 2.9783 3.9408
H -0.0668 3.7049 3.7154
C 4.5174 0.3158 0.1946
C 3.0822 0.0266 -0.2223
O 3.1399 -0.2526 -1.5887
H 4.7415 -0.0545 1.1950
H 4.8807 1.3434 0.1898
H 5.3012 -0.2082 -0.3523
H 2.4259 0.8814 -0.0588
H 2.5936 -0.7935 0.3038
H 2.2077 -0.4053 -1.7601
C -3.5953 1.2745 1.9199
C -4.0976 0.1678 1.0140
O -5.4090 0.5255 0.5328
H -3.4271 2.2396 1.4421
H -2.5961 1.1342 2.3322
H -4.2707 1.3270 2.7738
H -4.0405 -0.8092 1.4939
H -3.4598 0.0232 0.1420
H -5.6315 0.1154 -0.3062
C 0.4147 -4.8954 -0.2252
C 1.0479 -4.0523 -1.3073
O 0.8952 -2.7180 -0.9249
H -0.6036 -4.5949 0.0213
H 1.0625 -4.9239 0.6509
H 0.3448 -5.9144 -0.6059
H 0.5481 -4.2464 -2.2563
H 2.0923 -4.3385 -1.4325
H 1.3185 -2.5511 -0.0796
C 1.5683 1.6077 -3.8734
C 0.9525 0.2491 -3.7557
O 0.7022 0.0838 -2.3782
H 0.8425 2.2894 -3.4301
H 1.8122 1.7506 -4.9261
H 2.5407 1.5856 -3.3815
H 1.5656 -0.5022 -4.2535
H -0.0879 0.2906 -4.0779
H 0.0836 -0.6297 -2.2057
C -1.5467 3.6897 -0.9538
C -2.3466 2.4175 -1.3566
O -3.4938 2.8048 -2.1479
H -1.3980 4.3004 -1.8443
H -0.6246 3.3652 -0.4715
H -2.1862 4.1996 -0.2333
H -2.7751 1.7407 -0.6173
H -1.7980 1.7397 -2.0105
H -3.4165 2.4182 -3.0233
O -1.5751 -1.9872 -2.3169
H -0.9840 -2.2271 -1.6033
H -1.2339 -2.4557 -3.0788
O -0.9454 -0.3416 1.1192
H -0.2229 -0.7235 0.6208
H -0.8723 0.6001 0.9645
O -1.2901 -2.3248 3.0734
H -1.8097 -1.9617 3.7906
H -1.3741 -1.6836 2.3676
O 1.4687 -2.2874 1.9098
H 0.6144 -2.4057 2.3250
H 2.0951 -2.3327 2.6322

Table of natural (NBO) atomic charges, one value per atom, all in e: number 1, C, carries -0.6318; number 2, C, carries -0.0640; number 3, O, carries -0.7345; number 4, H, carries 0.2203; number 5, H, carries 0.2111; number 6, H, carries 0.2135; number 7, H, carries 0.1548; number 8, H, carries 0.1552; number 9, H, carries 0.4729; number 10, C, carries -0.6391; number 11, C, carries -0.0719; number 12, O, carries -0.7492; number 13, H, carries 0.1976; number 14, H, carries 0.2092; number 15, H, carries 0.2232; number 16, H, carries 0.1482; number 17, H, carries 0.1558; number 18, H, carries 0.4876; number 19, C, carries -0.6441; number 20, C, carries -0.0636; number 21, O, carries -0.7382; number 22, H, carries 0.2135; number 23, H, carries 0.2144; number 24, H, carries 0.2179; number 25, H, carries 0.1605; number 26, H, carries 0.1648; number 27, H, carries 0.4751; number 28, C, carries -0.6357; number 29, C, carries -0.0587; number 30, O, carries -0.7831; number 31, H, carries 0.2151; number 32, H, carries 0.2129; number 33, H, carries 0.2064; number 34, H, carries 0.1654; number 35, H, carries 0.1700; number 36, H, carries 0.5072; number 37, C, carries -0.6305; number 38, C, carries -0.0671; number 39, O, carries -0.7624; number 40, H, carries 0.2114; number 41, H, carries 0.2072; number 42, H, carries 0.2317; number 43, H, carries 0.1705; number 44, H, carries 0.1672; number 45, H, carries 0.4966; number 46, C, carries -0.6378; number 47, C, carries -0.0613; number 48, O, carries -0.7442; number 49, H, carries 0.2208; number 50, H, carries 0.2054; number 51, H, carries 0.2132; number 52, H, carries 0.1746; number 53, H, carries 0.1595; number 54, H, carries 0.4668; number 55, O, carries -0.9527; number 56, H, carries 0.4872; number 57, H, carries 0.4692; number 58, O, carries -0.9633; number 59, H, carries 0.4848; number 60, H, carries 0.4919; number 61, O, carries -0.9793; number 62, H, carries 0.4802; number 63, H, carries 0.4961; number 64, O, carries -0.9850; number 65, H, carries 0.5048; number 66, H, carries 0.4858

ORCA calculation (wB97M-V/def2-TZVPD) on a molecular structure, C12H44O12 in a non-equilibrium geometry.

- Energy above the lowest of the compared OMol25 structures with the same formula, charge and spin: 3418.22 kJ/mol
- Electronic energy: -1385.00935 Eh
- Orbital gap: 8.244 eV
- Lowest unoccupied orbital energy: -0.0023 Ha
- Strongest force on any atom: 18.16 eV/Å

Cartesian coordinates (Å):
C 3.8428 -24.0249 -3.5423
O 2.8145 -24.4483 -2.6242
H 4.0865 -24.8604 -4.1986
H 3.5669 -23.1298 -4.0997
H 4.7762 -23.8611 -3.0038
H 3.2389 -25.0539 -2.0120
C 8.0290 -20.5672 0.0680
O 7.0557 -21.1493 -0.7877
H 8.1268 -21.1324 0.9949
H 9.0323 -20.5285 -0.3563
H 7.7680 -19.5468 0.3486
H 6.3121 -20.5424 -0.8094
C 3.2926 -22.4953 -1.4718
O 3.2582 -21.8473 -2.7710
H 2.2743 -22.8429 -1.2978
H 4.0901 -23.2383 -1.4803
H 3.5450 -21.7649 -0.7030
H 2.3272 -21.8787 -3.0031
C 8.9708 -22.5817 -1.5670
O 10.3311 -22.9930 -1.3393
H 8.2638 -23.0826 -0.9058
H 8.8830 -21.5395 -1.2599
H 8.6859 -22.6585 -2.6163
H 10.8346 -22.2760 -1.7317
C 5.0006 -22.8198 -5.4016
O 5.6390 -23.8814 -4.7954
H 5.8060 -22.2982 -5.9186
H 4.3480 -23.1182 -6.2221
H 4.5375 -22.1943 -4.6384
H 6.1789 -23.5770 -4.0623
C 5.6268 -22.6584 0.6115
O 6.9469 -22.8826 0.2461
H 5.7311 -21.7099 1.1385
H 5.0905 -22.5345 -0.3293
H 5.0296 -23.4229 1.1085
H 7.1908 -22.0899 -0.2374
C 8.5848 -21.7268 -4.2139
O 8.1240 -21.1812 -2.9674
H 8.8592 -22.7814 -4.1917
H 7.7612 -21.5759 -4.9117
H 9.4103 -21.1234 -4.5916
H 8.3640 -20.2603 -2.8414
C 5.1482 -19.6320 -1.0194
O 5.9841 -20.0326 0.0654
H 4.4114 -18.8722 -0.7587
H 5.7919 -19.2978 -1.8331
H 4.5955 -20.5146 -1.3414
H 6.1182 -19.2567 0.6145
C 2.5866 -19.4944 -2.8900
C 3.9487 -19.4471 -3.5072
O 4.0199 -18.7247 -4.7388
O 2.3212 -18.4222 -2.0222
H 2.6090 -20.3205 -2.1793
H 1.7756 -19.6777 -3.5949
H 4.2939 -20.4732 -3.6338
H 4.6715 -19.0071 -2.8201
H 3.4709 -19.1653 -5.3916
H 1.3930 -18.2387 -1.8602
C 5.9812 -22.4627 -2.6018
C 5.4491 -21.0575 -2.9692
O 6.4339 -20.0609 -2.8388
O 6.9211 -22.9610 -3.5054
H 5.0978 -23.1003 -2.5659
H 6.4486 -22.4427 -1.6173
H 4.5411 -20.7488 -2.4513
H 5.0611 -21.0114 -3.9867
H 7.2954 -20.4314 -2.6331
H 7.7228 -22.4554 -3.3529

Table of natural (NBO) atomic charges, one value per atom, all in e: number 1, C, carries -0.2517; number 2, O, carries -0.7648; number 3, H, carries 0.2052; number 4, H, carries 0.2070; number 5, H, carries 0.1384; number 6, H, carries 0.4588; number 7, C, carries -0.2966; number 8, O, carries -0.7597; number 9, H, carries 0.2300; number 10, H, carries 0.1837; number 11, H, carries 0.1782; number 12, H, carries 0.5240; number 13, C, carries -0.2529; number 14, O, carries -0.7790; number 15, H, carries 0.2226; number 16, H, carries 0.1874; number 17, H, carries 0.1633; number 18, H, carries 0.4989; number 19, C, carries -0.2226; number 20, O, carries -0.7244; number 21, H, carries 0.2299; number 22, H, carries 0.1476; number 23, H, carries 0.0955; number 24, H, carries 0.4432; number 25, C, carries -0.2646; number 26, O, carries -0.7658; number 27, H, carries 0.1524; number 28, H, carries 0.1867; number 29, H, carries 0.1449; number 30, H, carries 0.4542; number 31, C, carries -0.2734; number 32, O, carries -0.8110; number 33, H, carries 0.1767; number 34, H, carries 0.1392; number 35, H, carries 0.1765; number 36, H, carries 0.4620; number 37, C, carries -0.3554; number 38, O, carries -0.7143; number 39, H, carries 0.2517; number 40, H, carries 0.2334; number 41, H, carries 0.2142; number 42, H, carries 0.5194; number 43, C, carries -0.4487; number 44, O, carries -0.7379; number 45, H, carries 0.2333; number 46, H, carries 0.2705; number 47, H, carries 0.2119; number 48, H, carries 0.5005; number 49, C, carries -0.0936; number 50, C, carries -0.1645; number 51, O, carries -0.7244; number 52, O, carries -0.7543; number 53, H, carries 0.1780; number 54, H, carries 0.1569; number 55, H, carries 0.1980; number 56, H, carries 0.1905; number 57, H, carries 0.4567; number 58, H, carries 0.4728; number 59, C, carries -0.2420; number 60, C, carries -0.1036; number 61, O, carries -0.7825; number 62, O, carries -0.7190; number 63, H, carries 0.2086; number 64, H, carries 0.2803; number 65, H, carries 0.2874; number 66, H, carries 0.1847; number 67, H, carries 0.4599; number 68, H, carries 0.4915